Record 1
Computed, not measured: C4H8OSn as an isolated structure at a distorted geometry, with the ωB97M-V functional and the def2-TZVPD basis.

## Properties
- calculated total energy (a.u.) = -446.347251
- max |F| (Eh/bohr) = 0.1540
- <S²> = 0.753
- LUMO level (alpha / beta) (eV) = -5.06 / -4.93

```
! wB97M-V def2-TZVPD RIJCOSX def2/J DEFGRID3
* xyz 1 2
H -0.24 -1.53 0.12
C 0.74 -0.27 1.10
C 1.00 1.19 0.69
C -0.32 0.65 0.31
C -0.76 0.10 -1.02
O -0.90 -1.32 -0.88
Sn -1.43 -2.55 -2.16
H 0.73 -0.44 2.17
H 1.29 -0.86 0.37
H 1.72 1.33 -0.12
H 1.03 1.92 1.50
H -1.15 0.89 0.97
H 0.02 0.32 -1.77
H -1.73 0.57 -1.25
*
```

Mulliken population analysis, charges in e, atoms 1 to 4: 0.577 -0.873 -0.559 -0.008

---

Record 2
Computed, not measured: a 2-piece molecular cluster, C2H5FN3O4 overall at a distorted geometry, with the ωB97M-V functional and the def2-TZVPD basis.

## Properties
- calculated total energy (a.u.) = -644.059279
- max |F| (Eh/bohr) = 0.1756
- LUMO level (eV) = 3.11

```
! wB97M-V def2-TZVPD RIJCOSX def2/J DEFGRID3
* xyz -1 1
C 0.23 -0.55 -0.65
H 1.60 -0.04 0.85
F -2.14 -1.55 -0.72
C 0.50 0.02 0.73
H 0.18 -1.67 -0.56
N -0.12 0.35 -1.76
O -1.12 1.06 -1.57
O 0.13 -0.03 -2.92
N -0.20 -0.68 1.74
H 0.12 -1.63 1.84
H -1.21 -0.61 1.52
N 0.29 1.53 0.85
O 1.25 2.24 0.66
O -0.78 1.91 1.27
H 1.28 -0.36 -1.26
*
```

Mulliken population analysis, charges in e, atoms 1 to 4: -0.520 0.277 -0.897 -0.012

---

Q: What is the formula in the first record?
A: C4H8OSn

---

Q: What is the max |F| in the second record?
A: 0.1756 Eh/bohr